Here is C22H19BN6O3OsS as an isolated structure at a distorted geometry from the OMol25 dataset. Energies are from ωB97M-V/def2-TZVPD.

Computed properties:
HOMO-LUMO gap (spin up / spin down) in hartree: 0.22497 / 0.23636
2S+1: 2
Strongest force on any atom in Eh/bohr: 0.079
Net charge: +1
LUMO energy (spin up / spin down) in eV: -4.67 / -4.37

Geometry as XYZ:
```
53
Properties=species:S:1:pos:R:3:forces:R:3:nbo_charge:R:1
Os -0.1014 -0.2511 0.0550 1.74 3.66 -0.42 0.89
O -0.5564 1.7831 -0.8974 -0.43 -2.26 1.30 -0.57
N 0.2100 2.1162 -1.9076 1.20 -0.14 -0.81 0.03
C -0.2767 3.0026 -2.7921 -0.29 0.38 -0.33 0.04
C 0.4489 3.4067 -3.8847 0.09 -0.16 0.21 -0.23
C 1.7202 2.8663 -4.0814 -0.11 -0.01 0.15 -0.14
C 2.2124 1.9663 -3.1655 -0.11 0.03 0.08 -0.22
C 1.4535 1.5866 -2.0569 -0.30 0.40 -0.14 0.00
S 2.0924 0.4978 -0.8861 -2.20 -1.53 1.05 0.03
H -1.2737 3.3461 -2.5646 -0.03 0.00 0.00 0.25
H 0.0233 4.1221 -4.5710 -0.05 -0.01 0.00 0.25
H 2.3093 3.1355 -4.9421 0.06 0.07 -0.10 0.24
H 3.1836 1.5114 -3.2752 0.09 -0.01 -0.06 0.25
C -2.3110 0.7303 2.4340 -0.07 -0.15 -0.08 -0.67
C -1.0139 0.3065 3.0117 -0.50 0.17 0.06 0.43
N 0.0498 -0.0087 2.2921 -0.36 -0.63 -1.34 -0.57
C 1.0415 -0.3611 3.1649 0.32 -0.19 0.54 -0.05
C 0.5597 -0.2623 4.4315 0.54 -0.12 -0.34 -0.07
N -0.7387 0.1652 4.3278 0.13 0.04 -0.84 -0.33
C -1.6549 0.3567 5.4267 -0.41 0.33 0.46 -0.04
N -2.7794 -0.5204 5.3363 0.28 -0.88 -0.05 -0.24
N -4.0326 -0.0294 5.2796 0.03 1.33 0.01 -0.02
N -4.8708 -0.9640 5.2722 -1.18 -0.06 -0.03 -0.19
C -4.2262 -2.1643 5.3194 1.48 -0.08 0.05 0.02
C -4.6989 -3.4746 5.3546 0.08 0.11 -0.02 -0.16
C -3.7550 -4.4753 5.3839 -0.19 -0.04 -0.02 -0.22
C -2.3804 -4.1993 5.3603 0.09 0.07 0.02 -0.17
C -1.8931 -2.9107 5.3472 0.20 -0.04 0.04 -0.27
C -2.8358 -1.8904 5.3471 -0.80 -0.23 -0.01 0.15
H -2.1590 0.9869 1.3760 -0.08 0.07 0.23 0.24
H -2.7270 1.5886 2.9604 -0.02 0.03 -0.06 0.26
H -3.0361 -0.0821 2.4921 -0.09 0.01 0.00 0.26
H 2.0195 -0.6388 2.8250 0.12 -0.09 0.01 0.24
H 1.0223 -0.4546 5.3762 0.12 0.00 0.23 0.24
H -2.0529 1.3792 5.4294 0.08 -0.25 0.03 0.25
H -1.1041 0.1828 6.3588 -0.03 0.06 -0.24 0.23
H -5.7578 -3.6739 5.3627 -0.12 -0.06 -0.01 0.24
H -4.0737 -5.5041 5.4265 -0.05 -0.12 -0.03 0.23
H -1.6854 -5.0261 5.3532 0.06 -0.03 0.04 0.23
H -0.8330 -2.7175 5.3360 0.17 0.01 0.01 0.22
O -1.7658 -2.8391 -0.0137 0.59 1.01 0.91 -0.66
B -1.0954 -1.8964 -0.8108 -0.18 -0.92 -0.05 0.76
O -1.2283 -2.2911 -2.1430 0.84 1.36 -0.06 -0.64
C -1.9360 -3.4437 -2.1645 -0.80 -1.16 1.01 0.21
C -2.3188 -4.2382 -3.2311 0.25 0.43 0.17 -0.23
C -3.0414 -5.3798 -2.9261 -0.13 -0.18 0.24 -0.21
C -3.3661 -5.7200 -1.6114 0.01 -0.04 -0.32 -0.20
C -2.9847 -4.9307 -0.5395 0.22 0.43 0.15 -0.27
C -2.2681 -3.7859 -0.8382 -0.21 -0.50 -1.61 0.28
H -2.0661 -3.9859 -4.2488 0.04 0.06 -0.07 0.23
H -3.3605 -6.0250 -3.7296 -0.03 -0.07 -0.06 0.23
H -3.9270 -6.6226 -1.4248 -0.05 -0.07 0.00 0.22
H -3.2293 -5.1933 0.4777 -0.03 -0.01 0.10 0.23
```
Positions in Å, forces in eV/Å.

Here is C22H19F4N4Ti as an isolated structure from the OMol25 dataset. Energies are from ωB97M-V/def2-TZVPD.

Computed properties:
HOMO-LUMO gap (spin up / spin down) in hartree: 0.20758 / 0.26833
2S+1: 3
Strongest force on any atom in Eh/bohr: 0.016
Relative energy (zero: lowest compared OMol25 entry of this formula, charge and spin) in kJ/mol: 145.7
Net charge: +1
LUMO energy (spin up / spin down) in eV: -3.44 / -3.70

Geometry as XYZ:
```
50
Properties=species:S:1:pos:R:3:forces:R:3:nbo_charge:R:1
Ti -0.0053 0.2531 -0.0043 -0.17 0.78 0.15 1.60
C 2.8358 -0.9101 -0.7102 -0.02 0.08 -0.02 -0.41
N 2.0584 0.3346 -0.8313 -0.07 -0.04 -0.11 -0.50
C 2.8116 1.4358 -0.2034 -0.02 -0.04 0.00 -0.42
C 1.8173 0.6506 -2.2617 0.07 0.10 0.05 -0.24
C 0.7255 1.7282 -2.4538 -0.01 0.16 -0.09 -0.23
N -0.1619 1.7664 -1.2936 0.25 -0.17 -0.08 -0.83
C -0.5822 3.0057 -0.8449 -0.02 -0.27 -0.11 0.06
C -0.5556 3.2332 0.5292 0.08 0.13 0.02 0.28
F -0.0517 2.1969 1.3041 -0.14 -0.08 -0.05 -0.34
C -0.9310 4.4143 1.1231 -0.08 -0.01 -0.16 0.35
F -0.8502 4.5427 2.4470 0.01 0.01 0.07 -0.29
C -1.3806 5.4537 0.3299 0.00 0.01 0.07 -0.35
C -1.4245 5.2599 -1.0385 0.03 -0.14 -0.03 0.37
F -1.8653 6.2377 -1.8249 -0.01 0.05 -0.03 -0.29
C -1.0434 4.0622 -1.6284 0.04 0.17 0.24 0.29
F -1.1313 3.9147 -2.9524 -0.01 -0.02 -0.09 -0.29
H 3.8060 -0.8114 -1.2086 0.00 -0.04 0.01 0.20
H 2.2828 -1.7335 -1.1596 0.02 -0.01 0.01 0.21
H 3.0013 -1.1276 0.3446 0.02 -0.02 -0.01 0.22
H 3.8197 1.4876 -0.6275 0.00 0.06 0.02 0.21
H 2.8936 1.2640 0.8705 0.01 0.01 -0.01 0.21
H 2.3027 2.3829 -0.3756 -0.01 -0.01 0.02 0.22
H 1.5516 -0.2832 -2.7568 -0.07 0.01 0.04 0.20
H 2.7528 0.9963 -2.7166 -0.01 -0.08 -0.07 0.21
H 0.1810 1.5009 -3.3749 0.05 0.06 -0.04 0.21
H 1.1880 2.7077 -2.6057 0.06 -0.03 0.01 0.20
H -1.6914 6.3920 0.7655 0.00 0.00 0.00 0.26
C -0.9208 -3.3215 -2.3953 -0.11 -0.31 0.22 -0.23
C -0.5889 -2.0344 -2.0341 0.04 0.29 0.19 0.04
N -0.5201 -1.6213 -0.7531 0.06 -0.10 0.06 -0.61
C -0.8374 -2.5159 0.2308 0.12 -0.51 -0.47 0.19
C -1.2034 -3.8451 -0.0709 -0.14 0.21 0.40 -0.07
C -1.2296 -4.2447 -1.4024 0.08 0.16 -0.43 -0.13
C -1.5950 -4.7174 1.0064 0.01 0.02 -0.09 -0.17
C -1.6386 -4.2730 2.2753 0.01 0.03 0.05 -0.16
C -1.2395 -2.9304 2.6066 0.24 -0.12 -0.22 -0.07
C -1.2407 -2.4500 3.9119 0.13 0.40 0.13 -0.12
C -0.7976 -1.1567 4.1590 -0.14 -0.37 0.14 -0.24
C -0.3605 -0.3797 3.1083 0.14 0.13 -0.54 0.07
N -0.3408 -0.8080 1.8320 -0.01 -0.38 0.26 -0.60
C -0.7783 -2.0775 1.5814 -0.37 0.00 0.41 0.14
H -0.9558 -3.5922 -3.4401 0.01 0.00 -0.02 0.24
H -0.3854 -1.2784 -2.7818 -0.01 -0.04 -0.02 0.21
H -1.5081 -5.2571 -1.6624 0.00 -0.02 0.03 0.23
H -1.8769 -5.7323 0.7589 -0.01 -0.01 0.03 0.23
H -1.9596 -4.9186 3.0821 -0.01 -0.03 -0.01 0.23
H -1.5820 -3.0787 4.7233 -0.01 -0.03 0.00 0.24
H -0.7868 -0.7547 5.1613 0.00 0.02 0.00 0.24
H -0.0079 0.6320 3.2617 -0.02 0.00 0.10 0.22
```
Positions in Å, forces in eV/Å.

Here is C22H19MoN4O3S2 as an isolated structure at a distorted geometry from the OMol25 dataset. Energies are from ωB97M-V/def2-TZVPD.

Computed properties:
HOMO-LUMO gap (spin up / spin down) in hartree: 0.19448 / 0.19446
2S+1: 1
Strongest force on any atom in Eh/bohr: 0.032
Relative energy (zero: lowest compared OMol25 entry of this formula, charge and spin) in kJ/mol: 87.1
Net charge: +3
LUMO energy (spin up / spin down) in eV: -12.25 / -12.25

Geometry as XYZ:
```
51
Properties=species:S:1:pos:R:3:forces:R:3:nbo_charge:R:1
Mo -0.3971 0.2675 0.3032 0.00 -0.04 -0.46 1.42
N 0.6067 -1.8127 -0.2892 0.16 0.15 0.23 -0.76
C 1.9510 -1.8954 0.3306 0.08 0.04 0.03 -0.35
C 2.5551 -0.5108 0.2976 0.25 -0.74 0.07 0.67
O 3.7080 -0.2392 0.2972 -0.13 0.20 0.02 -0.40
N 1.5255 0.4863 0.2099 -0.83 0.54 0.42 -0.47
C 1.8273 1.6297 -0.6167 -0.05 0.13 -0.56 -0.38
C 0.8919 1.4776 -1.8895 1.42 0.73 0.01 0.77
O 1.0988 1.9011 -2.9606 -0.33 -0.20 0.17 -0.37
O -0.2191 0.8161 -1.4400 -1.29 -0.42 -0.96 -0.58
H 0.0906 -2.6627 -0.0774 -0.20 0.08 0.08 0.43
H 0.7048 -1.8154 -1.3049 -0.04 0.03 -0.06 0.42
H 2.6218 -2.5829 -0.1836 -0.02 0.00 -0.03 0.28
H 1.8585 -2.2300 1.3657 -0.02 0.02 0.01 0.26
H 2.8803 1.6715 -0.8963 0.02 -0.06 0.04 0.31
H 1.5297 2.5881 -0.1802 -0.01 -0.05 0.08 0.27
S -1.1216 -1.6240 4.3225 0.12 0.12 -0.30 0.66
C 0.1618 -0.4601 4.5520 -0.03 -0.02 -0.25 -0.25
C 0.8172 -0.1486 5.7319 -0.02 0.00 0.08 -0.16
C 1.7876 0.8394 5.6861 -0.02 -0.05 0.03 -0.14
C 2.0725 1.5098 4.4961 -0.02 0.00 -0.02 -0.17
C 1.4106 1.1992 3.3210 -0.07 -0.05 -0.10 -0.18
C 0.4569 0.1821 3.3412 0.27 0.08 0.24 0.15
N -0.3184 -0.2813 2.2655 0.04 -0.34 0.83 -0.55
C -1.1978 -1.2285 2.6852 -0.04 -0.03 0.30 0.11
C -2.1058 -1.7444 1.6915 0.00 0.09 -0.06 -0.15
C -3.1132 -2.6746 1.9199 0.10 0.10 -0.05 -0.13
C -3.9469 -3.0319 0.8680 -0.07 -0.05 -0.01 -0.14
C -3.7778 -2.4715 -0.3935 0.03 0.00 0.16 -0.14
C -2.7377 -1.5760 -0.6375 0.24 0.29 -0.44 -0.21
C -1.9224 -1.1751 0.4111 0.10 -0.17 0.34 -0.15
H 0.5713 -0.6500 6.6586 0.04 0.00 0.00 0.26
H 2.3234 1.0997 6.5888 -0.02 0.01 0.00 0.27
H 2.8177 2.2934 4.4934 0.00 -0.01 0.00 0.26
H 1.6297 1.7452 2.4144 0.04 0.02 0.03 0.21
H -3.2355 -3.1228 2.8987 -0.06 0.00 -0.01 0.26
H -4.7274 -3.7642 1.0289 -0.01 0.02 0.00 0.27
H -4.4430 -2.7466 -1.2013 0.03 -0.02 -0.02 0.27
H -2.5856 -1.1991 -1.6436 -0.04 -0.01 0.00 0.25
S -1.2580 2.4175 0.9478 0.38 -0.22 0.38 0.04
C -2.8419 2.9177 0.3400 -0.03 -0.29 -0.03 0.09
N -2.8740 3.8316 -0.6541 -0.10 0.04 -0.01 -0.44
C -4.0133 4.3902 -1.0974 -0.11 0.06 -0.07 0.11
C -5.2167 4.0404 -0.5286 -0.02 -0.09 0.14 -0.20
C -5.2210 3.1065 0.5011 0.00 0.08 -0.09 -0.06
C -4.0267 2.5379 0.9371 0.07 0.02 -0.10 -0.22
H -1.9992 4.1425 -1.0611 0.05 -0.02 -0.03 0.46
H -3.9305 5.1092 -1.9012 0.09 0.01 0.03 0.27
H -6.1293 4.5061 -0.8720 0.01 -0.01 -0.04 0.29
H -6.1530 2.8271 0.9758 0.00 0.00 0.00 0.27
H -4.0111 1.8284 1.7509 0.02 0.00 0.01 0.26
```
Positions in Å, forces in eV/Å.

Here is C22H19N3OS in the gas phase at a distorted geometry from the OMol25 dataset. Energies are from ωB97M-V/def2-TZVPD.

Computed properties:
HOMO-LUMO gap in hartree: 0.30706
2S+1: 1
Strongest force on any atom in Eh/bohr: 0.074
Relative energy (zero: lowest compared OMol25 entry of this formula, charge and spin) in kJ/mol: 0.0
Structure (SMILES): CCc1ccc([C@H]2c3[nH]c4ccccc4c(=O)c3CN2c2ccccn2)s1
LUMO energy in eV: 0.29

Geometry as XYZ:
```
46
Properties=species:S:1:pos:R:3:forces:R:3:nbo_charge:R:1
C 2.5439 4.5944 1.2005 1.13 0.07 0.56 -0.60
C 1.1748 4.7485 0.5882 0.81 -2.73 -0.78 -0.42
C 0.4217 3.4248 0.7692 -0.46 0.34 0.19 -0.15
C -0.7271 3.3240 1.4737 -0.75 -1.30 -0.24 -0.28
C -1.3349 1.9979 1.4534 -0.56 0.92 0.63 -0.23
C -0.6455 1.1125 0.7044 0.50 0.20 0.51 -0.19
C -0.9349 -0.3704 0.5685 0.27 0.50 0.46 -0.10
C -0.8751 -0.7708 -0.8760 2.00 -2.01 -2.57 0.27
N -1.7047 -0.4663 -1.9875 0.62 0.56 2.45 -0.55
C -1.3981 -0.8968 -3.2750 -0.61 -0.10 0.20 0.17
C -2.2854 -0.6963 -4.3298 0.10 0.05 -1.31 -0.25
C -1.9797 -1.2249 -5.6109 -0.87 0.65 1.57 -0.17
C -0.8527 -1.9766 -5.8600 1.23 0.02 1.46 -0.25
C 0.0312 -2.1731 -4.7828 -0.47 -0.17 -0.40 -0.13
C -0.2636 -1.6569 -3.5024 0.60 -0.45 -0.91 -0.13
C 0.6331 -2.0049 -2.4099 1.29 -1.27 0.68 0.49
O 1.6282 -2.7275 -2.5852 -0.61 0.73 0.17 -0.61
C 0.2580 -1.5583 -1.0818 -1.76 1.44 -0.73 -0.18
C 1.0519 -1.7836 0.1428 -0.38 0.22 1.29 -0.22
N 0.1578 -1.1786 1.1932 0.48 -1.18 -0.72 -0.40
C 0.1994 -1.5967 2.5249 -1.09 1.43 0.13 0.39
C 1.2263 -2.3419 3.1282 0.76 -0.30 -0.29 -0.31
C 1.2057 -2.6445 4.4807 -0.67 -0.17 -0.65 -0.14
C 0.1002 -2.2031 5.2071 1.48 -0.72 0.89 -0.31
C -0.7982 -1.3927 4.5841 -0.49 -0.28 -0.26 0.05
N -0.8023 -1.1066 3.2816 0.11 0.06 0.12 -0.48
S 0.8548 1.8487 0.1192 -0.64 0.37 -0.10 0.38
H 3.0916 5.5561 1.2385 -0.11 -0.55 -0.21 0.21
H 3.1045 3.8384 0.6222 0.03 0.52 0.15 0.21
H 2.5254 4.1941 2.2237 -0.25 0.23 -0.16 0.21
H 1.3447 4.8681 -0.4789 -0.28 0.44 -0.20 0.21
H 0.6283 5.5620 0.9792 -0.79 0.76 0.45 0.22
H -1.2088 4.1544 1.9452 -0.08 0.40 0.23 0.22
H -2.2545 1.7538 2.0419 0.94 0.13 -0.75 0.23
H -1.9226 -0.5700 0.9977 0.24 -0.01 0.23 0.25
H -2.3752 0.2868 -1.8523 0.14 -0.42 -0.23 0.41
H -3.1903 -0.1045 -4.1616 0.24 -0.29 -0.18 0.21
H -2.6787 -1.1027 -6.4082 -0.47 0.30 -0.33 0.21
H -0.6737 -2.3645 -6.8494 0.15 -0.14 -0.01 0.22
H 0.9397 -2.7857 -4.8566 -0.45 0.37 -0.04 0.25
H 2.0186 -1.2540 0.1354 -0.16 -0.18 -0.16 0.21
H 1.2601 -2.8530 0.3313 -0.21 0.42 -0.01 0.22
H 2.0825 -2.6917 2.5777 0.05 0.05 -0.43 0.22
H 2.0050 -3.2708 4.8954 -0.41 0.39 -0.06 0.22
H -0.0094 -2.4631 6.2590 -0.01 0.22 -0.22 0.22
H -1.5721 -1.0337 5.2413 -0.59 0.50 -0.42 0.19
```
Positions in Å, forces in eV/Å.